(a)
2 unconnected molecules or ions with the total composition C4H14N3, computed with the ωB97M-V functional and the def2-TZVPD basis.

- HOMO: -14.839 eV
- LUMO level: -3.1 eV

The geometry in ORCA input format:
```
! RIJCOSX wB97M-V def2-TZVPD def2/J DEFGRID3
* xyz 1 1
C -0.45 2.16 1.59
C -1.80 1.47 1.53
H -0.46 3.04 2.23
H 0.28 1.51 2.06
H -0.07 2.58 0.66
H -2.59 2.19 1.43
H -1.83 0.90 0.57
H -1.95 0.72 2.31
C 1.21 -0.52 0.73
C 0.46 -1.29 -1.54
N 0.26 -0.75 -0.36
N 1.62 -1.99 -1.78
N -0.50 -1.19 -2.48
H -0.54 -0.13 -0.30
H 1.84 -2.80 -1.23
H 1.84 -1.97 -2.76
H -1.28 -0.56 -2.43
H -0.42 -1.89 -3.20
H 0.83 -0.86 1.71
H 1.48 0.54 0.69
H 2.07 -1.17 0.58
*
```

Here are the Mulliken charges for atoms 1 to 2, given in e: C -0.82; C -0.78

---

(b)
2 unconnected molecules or ions with the total composition C4H14N3, computed with the ωB97M-V functional and the def2-TZVPD basis.

- HOMO: -13.309 eV
- LUMO level: -2.8 eV

The geometry in ORCA input format:
```
! RIJCOSX wB97M-V def2-TZVPD def2/J DEFGRID3
* xyz 1 1
C 0.12 -0.62 2.24
N 2.09 -2.57 1.47
C 1.72 -1.52 0.70
N 0.96 -0.48 1.07
H -0.42 0.32 2.39
H 0.69 -0.87 3.16
H -0.56 -1.49 2.10
H 1.59 -2.75 2.33
H 2.60 -3.35 1.04
H 1.96 -1.59 -0.35
C -1.71 1.95 -2.33
C -1.45 1.10 -1.09
N 0.05 0.94 -0.90
H -2.78 2.01 -2.55
H -1.30 2.97 -2.30
H -1.26 1.52 -3.23
H -1.80 1.56 -0.14
H -1.81 0.07 -1.17
H 0.48 0.51 -1.74
H 0.36 0.42 0.09
H 0.49 1.86 -0.79
*
```

Here are the Mulliken charges for atoms 1 to 2, given in e: C -1.15; N -0.35

---

(c)
2 unconnected molecules or ions with the total composition C4H14N3, computed with the ωB97M-V functional and the def2-TZVPD basis.

- HOMO: -14.739 eV
- LUMO level: -3.3 eV

The geometry in ORCA input format:
```
! RIJCOSX wB97M-V def2-TZVPD def2/J DEFGRID3
* xyz 1 1
C 1.01 -1.12 1.72
C -1.02 -0.47 0.33
N 0.05 -1.26 0.58
N -1.22 0.77 1.05
N -2.12 -0.90 -0.33
H 0.21 -2.19 0.15
H -0.80 1.07 1.88
H -1.78 1.60 0.71
H -2.05 -1.64 -1.04
H -2.97 -0.42 -0.37
H 0.42 -1.17 2.71
H 1.53 -0.13 1.60
H 1.91 -1.77 1.69
C 1.20 1.02 -2.23
C 1.75 1.62 -0.95
H 2.05 1.00 -2.94
H 0.73 0.04 -2.14
H 0.50 1.73 -2.66
H 2.77 1.59 -0.92
H 1.55 2.66 -0.89
H 1.33 1.10 -0.07
*
```

Here are the Mulliken charges for atoms 1 to 2, given in e: C -0.83; C 0.52

---

Least stable = (c)

---

(a)
2 unconnected molecules or ions with the total composition C4H14N3, computed with the ωB97M-V functional and the def2-TZVPD basis.

- HOMO: -14.237 eV
- LUMO level: -3.0 eV

The geometry in ORCA input format:
```
! RIJCOSX wB97M-V def2-TZVPD def2/J DEFGRID3
* xyz 1 1
C 1.72 -1.18 0.87
C 0.88 -0.92 -1.42
N 1.63 -0.46 -0.39
N -0.02 -1.85 -1.22
N 1.13 -0.37 -2.62
H 1.98 0.48 -0.29
H -0.45 -2.03 -0.33
H -0.30 -2.47 -1.97
H 2.06 -0.16 -2.95
H 0.45 -0.12 -3.33
H 1.06 -0.77 1.66
H 2.72 -1.08 1.30
H 1.44 -2.23 0.88
C -2.46 1.92 0.83
C -1.17 1.45 1.47
H -2.31 2.88 0.35
H -2.95 1.15 0.30
H -3.07 2.10 1.71
H -0.51 2.17 2.00
H -0.42 0.83 0.93
H -1.41 0.66 2.21
*
```

Here are the Mulliken charges for atoms 1 to 2, given in e: C -1.00; C 0.62

---

(b)
2 unconnected molecules or ions with the total composition C4H14N3, computed with the ωB97M-V functional and the def2-TZVPD basis.

- HOMO: -13.877 eV
- LUMO level: -2.8 eV

The geometry in ORCA input format:
```
! RIJCOSX wB97M-V def2-TZVPD def2/J DEFGRID3
* xyz 1 1
N 1.87 -0.03 -1.71
C 1.28 -0.87 -2.61
N 0.07 -1.27 -2.52
H 1.31 0.62 -1.19
H 2.79 0.28 -1.99
H 1.95 -1.21 -3.40
H -0.15 -1.88 -3.30
C -1.11 0.14 0.61
C -0.33 0.46 1.87
C -0.44 1.92 2.29
N -0.77 -1.22 0.07
H -2.19 0.16 0.76
H -0.89 0.83 -0.20
H 0.72 0.20 1.67
H -0.68 -0.19 2.67
H -0.28 2.57 1.42
H -1.43 2.12 2.69
H 0.31 2.17 3.03
H 0.04 -1.63 0.55
H -1.50 -1.91 0.28
H -0.57 -1.26 -0.99
*
```

Here are the Mulliken charges for atoms 1 to 2, given in e: N -0.34; C 0.06

---

Least stable = (a)